The following is a quantum chemistry calculation of C14H19Cl3N2O2 in the gas phase, from the Open Molecules 2025 dataset.

The geometry in ORCA input format:
```
! wB97M-V def2-TZVPD RIJCOSX def2/J DEFGRID3
* xyz 0 1
C -1.211 -0.546 2.431
C -0.517 0.799 2.615
C 0.399 1.155 1.441
C 1.739 0.422 1.509
C 2.519 0.347 0.195
C 3.022 1.679 -0.371
C 2.016 2.521 -1.161
C 1.406 1.808 -2.368
H 2.115 1.114 -2.831
H 1.077 2.537 -3.115
O 0.240 1.089 -1.959
C 0.135 -0.188 -2.281
O 0.914 -0.813 -2.953
C -1.094 -0.783 -1.651
N -2.188 -0.030 -1.667
C -3.293 -0.499 -1.133
C -3.383 -1.750 -0.535
C -2.242 -2.569 -0.485
N -2.263 -3.786 0.080
H -3.097 -4.098 0.545
H -1.404 -4.304 0.145
C -1.071 -2.043 -1.075
Cl 0.371 -2.985 -1.013
Cl -4.858 -2.312 0.162
Cl -4.661 0.528 -1.195
H 1.197 2.850 -0.524
H 2.536 3.410 -1.523
H 3.863 1.463 -1.036
H 3.407 2.287 0.451
H 3.397 -0.278 0.382
H 1.920 -0.174 -0.550
H 1.561 -0.605 1.834
H 2.366 0.897 2.269
H -0.115 0.914 0.509
H 0.578 2.232 1.458
H 0.066 0.789 3.539
H -1.283 1.571 2.716
H -1.817 -0.786 3.301
H -0.488 -1.346 2.289
H -1.860 -0.515 1.558
*
```

Computed properties:
* energy above the lowest of the compared OMol25 structures with the same formula, charge and spin: 0.1612 eV
* HOMO level: -9.1945 eV

Here are the natural (NBO) charges for atoms 1 to 8, given in e:
1. C -0.61
2. C -0.39
3. C -0.41
4. C -0.39
5. C -0.39
6. C -0.40
7. C -0.42
8. C -0.09

=====

The following is a quantum chemistry calculation of C14H19ClN2O in the gas phase, from the Open Molecules 2025 dataset.

The geometry in ORCA input format:
```
! wB97M-V def2-TZVPD RIJCOSX def2/J DEFGRID3
* xyz 0 1
C -7.188 -1.344 -0.239
C -5.734 -1.680 0.071
C -4.749 -0.639 -0.460
C -4.857 0.709 0.250
C -3.779 1.683 -0.231
C -2.410 1.214 0.235
O -2.172 0.924 1.389
N -1.482 1.173 -0.764
N -0.136 0.924 -0.671
C 0.343 -0.093 -0.064
C 1.813 -0.154 -0.048
C 2.546 1.030 0.043
C 3.926 1.013 0.062
C 4.592 -0.201 -0.020
C 3.885 -1.388 -0.129
C 2.504 -1.361 -0.139
H 1.967 -2.291 -0.249
H 4.415 -2.325 -0.206
Cl 6.319 -0.234 0.007
H 4.487 1.931 0.142
H 2.012 1.964 0.106
C -0.439 -1.189 0.585
H -1.007 -0.778 1.421
H 0.203 -1.983 0.951
H -1.162 -1.595 -0.125
H -1.685 1.692 -1.610
H -3.813 1.779 -1.318
H -3.957 2.666 0.212
H -5.838 1.149 0.071
H -4.734 0.563 1.324
H -3.734 -1.021 -0.325
H -4.913 -0.501 -1.533
H -5.605 -1.776 1.151
H -5.493 -2.647 -0.378
H -7.838 -2.155 0.083
H -7.326 -1.200 -1.309
H -7.500 -0.439 0.275
*
```

Computed properties:
* energy above the lowest of the compared OMol25 structures with the same formula, charge and spin: 0.7816 eV
* HOMO level: -8.7246 eV

Here are the natural (NBO) charges for atoms 1 to 8, given in e:
1. C -0.61
2. C -0.39
3. C -0.39
4. C -0.39
5. C -0.49
6. C 0.66
7. O -0.63
8. N -0.46

=====

The following is a quantum chemistry calculation of C14H19ClN5O5Os as an isolated structure, from the Open Molecules 2025 dataset.

The geometry in ORCA input format:
```
! wB97M-V def2-TZVPD RIJCOSX def2/J DEFGRID3
* xyz 3 5
Os -0.061 -0.118 -0.106
O 1.891 -0.949 3.334
C 1.552 -0.527 2.270
N 0.346 -0.864 1.634
C -0.473 -1.933 2.189
C -1.619 -2.176 1.251
C -2.582 -3.135 1.479
C -3.588 -3.323 0.540
C -3.621 -2.532 -0.606
C -2.645 -1.587 -0.788
N -1.655 -1.410 0.125
C 2.360 0.412 1.420
C 3.611 0.838 1.785
C 4.303 1.681 0.915
C 3.709 2.069 -0.278
C 2.446 1.606 -0.590
N 1.781 0.786 0.248
H -0.821 -1.678 3.194
H 0.127 -2.843 2.299
H -2.533 -3.741 2.374
H -4.339 -4.086 0.698
H -4.388 -2.660 -1.357
H -2.609 -0.965 -1.671
H 4.031 0.501 2.724
H 5.298 2.023 1.168
H 4.223 2.715 -0.977
H 1.960 1.861 -1.521
N -3.563 4.231 2.537
C -2.772 3.814 1.322
C -2.115 2.436 1.500
N -1.341 2.052 0.304
H -3.988 5.154 2.390
H -2.979 4.305 3.375
H -4.329 3.583 2.746
H -2.025 4.588 1.154
H -3.464 3.817 0.480
H -2.874 1.674 1.679
H -1.439 2.447 2.357
H -0.625 2.749 0.111
H -1.937 2.029 -0.523
O 0.013 0.134 -4.273
Cl 0.283 -0.495 -3.062
O -0.373 -1.724 -2.825
O 1.637 -0.493 -2.645
O -0.426 0.512 -1.930
*
```

Computed properties:
* energy above the lowest of the compared OMol25 structures with the same formula, charge and spin: 0.0000 eV
* HOMO level (alpha / beta): -18.6769 / -19.0234 eV
* expectation value of S²: 6.0210

Here are the natural (NBO) charges for atoms 1 to 8, given in e:
1. Os 1.76
2. O -0.43
3. C 0.62
4. N -0.57
5. C -0.29
6. C 0.24
7. C -0.22
8. C -0.04